(1)
{
  "formula": "C9H12N2O",
  "method": "ωB97M-V/def2-TZVPD",
  "e_above_lowest_ev": 2.8759,
  "gap_ev": 9.141,
  "fmax_ev_per_a": 5.31,
  "lumo_energy_ev": 0.793,
  "total_charge": 0,
  "homo_energy_ev": -8.348,
  "symbols": ["C", "C", "C", "N", "C", "O", "C", "C", "C", "C", "N", "C", "H", "H", "H", "H", "H", "H", "H", "H", "H", "H", "H", "H"],
  "xyz": [[2.41930, -0.61452, 0.82337], [1.76563, -0.07955, -0.49470], [1.93442, 1.43502, -0.32264], [1.02774, 2.28072, -0.23820], [-0.43944, 2.03264, -0.31747], [-1.07096, 2.85460, 0.49260], [-0.64258, 0.35605, -0.10020], [0.36384, -0.49417, -0.41690], [-0.15398, -1.82410, -0.62076], [-1.53174, -1.68279, -0.56520], [-1.85726, -0.42745, -0.17186], [-3.11282, 0.12648, 0.20149], [1.57645, -1.12458, 1.29489], [2.90457, 0.13705, 1.41308], [3.14077, -1.46943, 0.46014], [2.21990, -0.43908, -1.51131], [2.98683, 1.69143, -0.22221], [-0.81283, 2.30853, -1.36312], [-1.01259, 2.53685, 1.42342], [0.32997, -2.76281, -0.89527], [-2.36023, -2.37455, -0.77053], [-3.53778, -0.22836, 1.19580], [-3.10170, 1.23454, 0.36782], [-3.90997, -0.10911, -0.56392]],
  "mulliken_charge": [-1.3289, 0.7475, -0.4274, -0.6018, 0.1001, -0.5062, -0.1911, 0.2185, -1.2155, -0.3188, 0.2029, -0.9351, 0.3425, 0.4705, 0.2402, 0.3774, 0.4713, 0.2113, 0.4191, 0.3790, 0.4148, 0.2739, 0.3200, 0.3359]
}

=====

(2)
{
  "formula": "C9H12N2O2",
  "method": "ωB97M-V/def2-TZVPD",
  "e_above_lowest_ev": 1.5691,
  "gap_ev": 9.607,
  "fmax_ev_per_a": 3.16,
  "lumo_energy_ev": 0.711,
  "total_charge": 0,
  "homo_energy_ev": -8.896,
  "symbols": ["O", "C", "N", "O", "C", "C", "C", "C", "C", "C", "N", "C", "C", "H", "H", "H", "H", "H", "H", "H", "H", "H", "H", "H", "H"],
  "xyz": [[-0.02723, 2.64498, -0.57696], [0.80777, 1.83857, -0.95220], [1.59849, 1.19667, -0.02072], [1.31614, 1.41840, 1.29973], [2.36131, -0.02677, -0.18327], [1.57249, -1.33690, -0.43636], [0.39448, -1.62515, 0.51204], [-0.83596, -0.78997, 0.30766], [-1.29015, -0.00532, 1.36191], [-2.42878, 0.74560, 1.10232], [-3.12832, 0.79860, -0.05351], [-2.67014, -0.00129, -1.03190], [-1.48528, -0.67489, -0.95500], [0.97260, 1.54243, -2.03164], [0.67615, 2.25126, 1.28350], [3.13408, 0.07421, -0.98539], [2.87432, -0.08956, 0.77057], [2.25786, -2.21757, -0.17385], [1.22460, -1.41497, -1.50897], [0.67626, -1.53268, 1.56763], [0.15601, -2.68568, 0.23061], [-0.80986, -0.07487, 2.36746], [-2.95793, 1.26986, 1.85656], [-3.26144, -0.04163, -1.95440], [-1.12747, -1.26334, -1.79583]],
  "mulliken_charge": [-0.5967, 0.1041, 0.2186, -0.4677, -0.9443, -0.2923, -0.9293, 0.9676, -0.4262, -0.4237, -0.6236, -0.4108, -0.3489, 0.3213, 0.3773, 0.3159, 0.4447, 0.3167, 0.3076, 0.3369, 0.3241, 0.3091, 0.4292, 0.3670, 0.3234]
}

=====

(3)
{
  "formula": "C9H12N2O2",
  "method": "ωB97M-V/def2-TZVPD",
  "e_above_lowest_ev": 3.9831,
  "gap_ev": 7.571,
  "fmax_ev_per_a": 5.67,
  "lumo_energy_ev": -9.060,
  "total_charge": 2,
  "homo_energy_ev": -16.631,
  "symbols": ["C", "C", "C", "O", "N", "C", "C", "C", "O", "C", "C", "N", "C", "H", "H", "H", "H", "H", "H", "H", "H", "H", "H", "H", "H"],
  "xyz": [[3.88317, 1.67907, 0.79135], [3.93988, 0.55399, 0.39088], [3.82514, -0.62329, -0.37020], [2.65649, -0.89288, -0.99397], [1.30359, -0.95274, -0.07025], [0.86545, -0.04013, 0.77941], [-0.48617, 0.01747, 0.57462], [-0.76119, -0.80305, -0.53848], [0.38429, -1.31996, -0.90343], [-2.00057, -0.92982, -1.34242], [-2.93285, 0.12303, -0.90295], [-2.86595, 0.26729, 0.59057], [-1.62169, 0.90808, 1.09820], [3.87084, 2.54730, 1.44912], [4.22478, -1.50264, 0.31852], [4.49451, -0.70085, -1.16794], [1.50942, 0.38206, 1.54452], [-1.76641, -0.69796, -2.45982], [-2.33201, -1.94442, -1.27557], [-2.53572, 1.16296, -1.20037], [-4.00137, -0.10798, -1.26120], [-2.87778, -0.68545, 1.01972], [-3.64848, 0.75008, 1.01854], [-1.55364, 0.90642, 2.10761], [-1.57373, 1.90342, 0.80355]],
  "mulliken_charge": [0.0961, -0.6064, -0.1447, -0.1837, 0.2181, -1.0999, 0.9018, 0.3989, -0.2573, -0.4059, -0.5250, -0.1717, -1.0702, 0.4290, 0.3116, 0.3971, 0.5580, 0.3848, 0.3726, 0.3209, 0.3550, 0.3938, 0.3857, 0.5310, 0.4103]
}

=====

(4)
{
  "formula": "C9H12N2O3",
  "method": "ωB97M-V/def2-TZVPD",
  "e_above_lowest_ev": 7.8400,
  "gap_ev": [8.046, 8.447],
  "fmax_ev_per_a": 3.80,
  "lumo_energy_ev": [-1.062, 0.011],
  "total_charge": 0,
  "homo_energy_ev": [-9.108, -8.436],
  "symbols": ["C", "C", "C", "C", "C", "C", "C", "C", "C", "N", "N", "O", "O", "O", "H", "H", "H", "H", "H", "H", "H", "H", "H", "H", "H", "H"],
  "xyz": [[1.36412, -1.99503, -0.77544], [0.21324, 1.99517, -0.32582], [0.44683, 2.37190, 1.10581], [-1.04767, -0.42874, 1.55775], [-2.15326, -1.16827, -0.35069], [0.37366, -0.40327, 0.87685], [-0.87991, -0.99460, -1.29017], [0.30622, -1.18231, -0.45644], [0.86749, 1.02362, 0.56850], [2.03489, -2.90591, -1.03145], [2.88096, 1.49235, -0.46340], [-2.13049, -0.23760, 0.67332], [2.24571, 0.87715, 0.58710], [-1.06312, -1.90132, -2.27969], [-0.84237, 1.80453, -0.63619], [0.78927, 2.51644, -1.06916], [1.17299, 3.09776, 1.27678], [-0.42563, 2.37441, 1.67882], [-1.18370, -1.45088, 2.00996], [-1.01107, 0.37184, 2.31055], [-2.99398, -0.80930, -0.94567], [-2.28411, -2.29139, -0.19867], [1.26351, -0.66720, 1.37945], [-0.80221, 0.03658, -1.78973], [3.81152, 1.35230, -0.28908], [-0.95290, -2.87822, -2.12328]],
  "mulliken_charge": [-0.0282, -0.3832, -1.0406, -1.0940, -0.5636, 0.5713, 0.2287, -0.0361, 0.6691, -0.5649, -0.6149, -0.3580, -0.1904, -0.6109, 0.2927, 0.2711, 0.3141, 0.2648, 0.3261, 0.4986, 0.2693, 0.3638, 0.6380, 0.1801, 0.2074, 0.3899]
}

=====

(5)
{
  "formula": "C9H12N2OS",
  "method": "ωB97M-V/def2-TZVPD",
  "e_above_lowest_ev": 2.6227,
  "gap_ev": 8.517,
  "fmax_ev_per_a": 4.66,
  "lumo_energy_ev": 0.613,
  "total_charge": 0,
  "homo_energy_ev": -7.905,
  "symbols": ["C", "C", "C", "C", "C", "C", "C", "C", "C", "N", "N", "O", "S", "H", "H", "H", "H", "H", "H", "H", "H", "H", "H", "H", "H"],
  "xyz": [[1.21987, 2.40511, -0.48741], [1.29714, 2.50827, 0.91559], [0.61947, 1.35376, -1.04695], [0.27685, 0.35950, 1.13992], [0.83449, 1.47085, 1.70482], [0.15337, 0.28416, -0.24615], [-1.83286, -2.34298, -2.05207], [-0.99568, -1.03548, -2.10634], [0.97353, 1.55368, 3.17053], [-1.08750, -3.16641, -1.14160], [-0.44592, -0.86349, -0.78946], [0.51495, -2.64101, 0.82852], [-0.73620, -2.20318, 0.25580], [1.63449, 3.25643, -0.88604], [1.59124, 3.41229, 1.45301], [0.44781, 1.47788, -2.23914], [0.12853, -0.57457, 1.65820], [-2.86351, -2.07529, -1.88237], [-1.67732, -2.73592, -3.10844], [-0.13099, -0.97002, -2.71491], [-1.70437, -0.20743, -2.13708], [1.85142, 0.91576, 3.57606], [1.26281, 2.62452, 3.32225], [0.07524, 1.27040, 3.80574], [-1.40687, -4.07686, -0.99248]],
  "mulliken_charge": [-0.8249, -0.6736, -0.3924, -0.4836, 0.4209, 1.2783, -0.5871, -0.5947, -1.2602, -0.2651, -0.0970, -0.5638, 0.3290, 0.4345, 0.2470, 0.1383, 0.3778, 0.2970, 0.3492, 0.3699, 0.3339, 0.2476, 0.3389, 0.3012, 0.2789]
}

=====

(6)
{
  "formula": "C9H12N2S",
  "method": "ωB97M-V/def2-TZVPD",
  "e_above_lowest_ev": 6.6589,
  "gap_ev": 7.501,
  "fmax_ev_per_a": 3.91,
  "lumo_energy_ev": -0.100,
  "total_charge": 0,
  "homo_energy_ev": -7.601,
  "symbols": ["H", "N", "N", "C", "C", "C", "C", "C", "C", "C", "C", "C", "S", "H", "H", "H", "H", "H", "H", "H", "H", "H", "H", "H"],
  "xyz": [[4.00068, -1.54192, 3.99552], [3.20405, -1.99339, 3.59324], [2.52708, -1.37087, 2.82517], [1.49416, -1.10232, 2.16428], [1.95365, -1.48909, 0.88760], [1.17350, -0.99595, -0.07994], [-0.06608, -0.05086, 0.39984], [-1.49538, -0.69882, -0.01392], [-1.53210, -0.45083, -1.48290], [-1.57492, 1.03980, -1.84684], [-0.33377, 1.68876, -1.43804], [0.03066, 1.44808, 0.01290], [0.08886, -0.12581, 2.41519], [1.19907, -1.07664, -1.18521], [-2.41211, -0.16422, 0.35628], [-1.34167, -1.71833, 0.21609], [-2.47210, -0.98110, -1.73943], [-0.73058, -0.88693, -2.03002], [-1.64674, 1.12970, -2.92608], [-2.37971, 1.55896, -1.34709], [0.57523, 1.41264, -2.12323], [-0.52440, 2.73450, -1.59183], [1.01234, 1.79841, 0.36424], [-0.74972, 1.83621, 0.57416]],
  "mulliken_charge": [0.2816, -0.9247, 0.7323, 0.8320, -0.8365, -0.6092, 0.5643, -0.7493, -0.6545, -0.6085, -0.4856, -1.0844, -0.2320, 0.2105, 0.3343, 0.4427, 0.3167, 0.3680, 0.2734, 0.3364, 0.2872, 0.3217, 0.3807, 0.5030]
}

=====

(7)
{
  "formula": "C9H12N3",
  "method": "ωB97M-V/def2-TZVPD",
  "e_above_lowest_ev": 4.6137,
  "gap_ev": [7.513, 7.513],
  "fmax_ev_per_a": 4.00,
  "lumo_energy_ev": [-5.626, -5.627],
  "total_charge": 1,
  "homo_energy_ev": [-13.140, -13.139],
  "symbols": ["C", "C", "C", "C", "C", "C", "C", "C", "C", "N", "N", "N", "H", "H", "H", "H", "H", "H", "H", "H", "H", "H", "H", "H"],
  "xyz": [[-1.58218, 2.55050, 0.12447], [-0.41924, 1.86679, 0.01999], [0.83968, 1.61591, 0.01104], [1.41436, 0.28249, 0.04201], [-0.64046, -1.03070, 0.10010], [2.70389, 0.10028, -0.25246], [1.68985, 2.87969, -0.01147], [-1.21564, -2.33830, 0.37976], [-2.85365, -0.22944, -0.54828], [-2.69149, 2.91651, 0.28118], [-1.39278, -0.11750, -0.41576], [0.68652, -0.89802, 0.28940], [3.10655, -0.85620, -0.30274], [3.41998, 0.91523, -0.36281], [1.76804, 3.11764, -1.04264], [2.67442, 2.45107, 0.48933], [1.24968, 3.64998, 0.59561], [-0.54119, -3.14931, 0.16483], [-2.23872, -2.36219, -0.15239], [-1.46084, -2.37280, 1.43325], [-3.00058, -0.39198, -1.65456], [-3.26908, -0.96745, 0.15382], [-3.40156, 0.68694, -0.32375], [1.28246, -1.70479, 0.18848]],
  "mulliken_charge": [-0.1250, 0.7368, 0.9559, 0.9035, 0.8406, -1.5481, -1.4766, -1.2912, -1.0512, -0.4460, -0.4370, -0.1732, 0.3561, 0.2398, 0.3438, 0.3296, 0.4916, 0.4154, 0.3319, 0.3154, 0.2940, 0.4100, 0.3492, 0.2350]
}

=====

(8)
{
  "formula": "C9H12N3O",
  "method": "ωB97M-V/def2-TZVPD",
  "e_above_lowest_ev": 6.2880,
  "gap_ev": 8.911,
  "fmax_ev_per_a": 5.05,
  "lumo_energy_ev": -3.830,
  "total_charge": 1,
  "homo_energy_ev": -12.740,
  "symbols": ["C", "C", "C", "C", "C", "C", "C", "C", "C", "N", "N", "N", "O", "H", "H", "H", "H", "H", "H", "H", "H", "H", "H", "H", "H"],
  "xyz": [[1.17257, 1.93004, -1.34753], [2.34968, 2.06215, -2.00333], [0.98442, 0.52088, -1.14282], [-1.17263, 0.57653, 2.30855], [0.10220, 0.06335, 2.56217], [-1.80785, 0.55154, 1.11656], [0.81872, -0.54059, 1.62018], [-1.34830, -0.07176, -0.21008], [0.08580, -0.32374, -0.38110], [1.99748, -0.09412, -1.78697], [-2.01991, -1.35192, -0.30614], [0.31706, -1.79677, -0.77677], [2.84110, 0.84780, -2.30669], [0.65363, 2.72542, -0.86283], [2.95084, 2.81656, -2.52549], [-1.70543, 1.08475, 3.06196], [0.45796, -0.20286, 3.56456], [-2.77833, 0.83389, 1.17127], [1.77926, -1.04790, 1.58130], [-1.69554, 0.70087, -0.82264], [-2.93361, -1.26828, -0.84736], [-2.06666, -1.92387, 0.58922], [0.73526, -2.15675, 0.07647], [1.04856, -1.86396, -1.46756], [-0.76626, -2.07124, -0.86492]],
  "mulliken_charge": [-0.7048, -0.3520, 0.1948, -0.1316, -0.5460, -1.0969, -0.3526, 0.4889, 0.1171, -0.4070, -0.6652, -0.1706, -0.2001, 0.3741, 0.4391, 0.4523, 0.3608, 0.5595, 0.4124, 0.5009, 0.2725, 0.3294, 0.3399, 0.3693, 0.4160]
}

=====

(9)
{
  "formula": "C9H12N4S2",
  "method": "ωB97M-V/def2-TZVPD",
  "e_above_lowest_ev": 3.8131,
  "gap_ev": 7.716,
  "fmax_ev_per_a": 3.23,
  "lumo_energy_ev": 0.056,
  "total_charge": 0,
  "homo_energy_ev": -7.660,
  "symbols": ["H", "N", "C", "S", "C", "C", "N", "N", "N", "S", "C", "C", "C", "C", "C", "C", "H", "H", "H", "H", "H", "H", "H", "H", "H", "H", "H"],
  "xyz": [[-4.43307, -3.79757, -0.73944], [-3.83119, -2.99004, -0.64269], [-2.63334, -3.16450, -0.42111], [-1.37123, -4.43984, -0.14937], [-1.36877, -2.63881, -0.22062], [-0.37056, -1.75198, -0.17476], [-0.41024, -0.38398, -0.28774], [-1.48097, 0.39812, -0.27455], [-2.59780, -0.18517, -0.19859], [-3.99061, 0.68292, -0.17805], [0.85946, 0.33233, -0.22851], [0.75464, 1.68363, -0.92930], [1.98789, 2.49619, -0.69624], [2.85247, 2.25266, 0.27367], [2.69000, 1.14920, 1.26994], [1.28703, 0.54746, 1.22524], [0.62815, -2.14207, -0.03267], [-4.72364, -0.44170, -0.12490], [1.61221, -0.27614, -0.74036], [-0.11943, 2.21714, -0.54542], [0.60289, 1.54333, -2.00251], [2.13970, 3.32466, -1.37118], [3.74527, 2.85105, 0.37765], [3.44419, 0.37941, 1.07296], [2.89303, 1.53008, 2.27399], [1.26680, -0.39869, 1.77150], [0.56710, 1.22232, 1.69305]],
  "mulliken_charge": [0.2629, -0.4969, -0.0389, -0.2326, -0.1951, 0.5425, 0.5438, -0.2018, -0.4105, -0.1810, -0.4781, -0.5556, -0.4784, -0.4095, -0.6508, -0.5948, 0.2986, 0.1570, 0.2745, 0.2762, 0.4322, 0.3895, 0.3771, 0.3222, 0.4125, 0.3234, 0.3116]
}

=====

| no. | electronic energy (Eh) |
| --- | --- |
| 1 | -534.805670 |
| 2 | -610.066196 |
| 3 | -609.232387 |
| 4 | -685.119944 |
| 5 | -932.996817 |
| 6 | -857.594408 |
| 7 | -514.006562 |
| 8 | -589.214939 |
| 9 | -1365.388937 |